1.
55
Properties=species:S:1:pos:R:3:lowdin_charge:R:1 method="wB97M-V/def2-TZVPD" homo_ev=-2.3739 de_lowest_ev=0.000 charge=-2 e_lumo_ev=3.81 e_tot_ev=-135793.426
Rb 1.2387 -0.8125 -0.5630 0.803
O 1.1004 -6.7363 3.1139 0.030
C 0.9631 -5.6328 2.3030 -0.304
C 1.6925 -5.4976 1.1358 0.031
C 1.4951 -4.3651 0.3579 -0.183
N 0.6567 -3.3882 0.7135 0.100
C -0.0205 -3.5232 1.8596 -0.180
C 0.0748 -4.6395 2.6770 0.044
C -0.8952 -2.3381 2.2754 -0.643
O -1.9852 -2.5846 2.8319 -0.034
O -0.3975 -1.2149 2.0177 -0.091
C 2.2986 -4.2187 -0.9563 -0.686
O 3.0716 -5.1635 -1.2060 -0.054
O 2.0897 -3.1703 -1.6058 -0.194
H 1.7611 -7.3045 2.7037 0.091
H 2.4070 -6.2358 0.7901 0.112
H -0.5241 -4.7110 3.5738 0.119
Br 1.4527 5.7219 4.4952 0.658
C 0.6833 4.3949 3.3600 -0.697
C 1.4845 3.7341 2.4419 -0.115
C 0.9167 2.7810 1.6142 -0.001
C -0.4390 2.4708 1.7121 -0.252
C -1.2273 3.1676 2.6243 -0.033
C -0.6705 4.1297 3.4566 -0.148
N -0.9636 1.5126 0.8240 0.121
C -1.7903 0.6615 1.2534 -0.132
C -2.4323 -0.3305 0.3437 -0.263
C -3.6013 -0.9540 0.7575 -0.026
C -4.2372 -1.8231 -0.1102 -0.068
C -3.6743 -2.0520 -1.3543 -0.073
C -2.4785 -1.4172 -1.6602 -0.136
N -1.8629 -0.5774 -0.8364 0.093
H 2.5374 3.9639 2.3502 0.095
H 1.5315 2.2886 0.8678 0.061
H -2.2902 2.9624 2.6719 0.106
H -1.2850 4.6698 4.1642 0.089
H -2.1282 0.6212 2.2906 0.128
H -3.9711 -0.7821 1.7589 0.113
H -5.1451 -2.3316 0.1896 0.101
H -4.1228 -2.7374 -2.0614 0.093
H -1.9766 -1.6193 -2.6009 0.108
S 4.1930 2.2411 -0.1658 0.404
C 3.2130 2.5712 -1.5121 -1.197
N 2.1074 1.9753 -1.8820 -0.041
C 1.5384 2.5409 -3.0011 -0.336
C 0.3334 2.1319 -3.5733 -0.023
C -0.1414 2.7789 -4.7028 -0.116
C 0.5678 3.8374 -5.2750 -0.134
C 1.7633 4.2632 -4.7094 -0.123
C 2.2397 3.6175 -3.5761 -0.510
S 3.6571 3.9122 -2.6229 0.929
H -0.2238 1.3261 -3.1105 0.103
H -1.0795 2.4618 -5.1429 0.088
H 0.1821 4.3329 -6.1578 0.082
H 2.3128 5.0906 -5.1431 0.092

***

2.
53
Properties=species:S:1:pos:R:3:lowdin_charge:R:1 method="wB97M-V/def2-TZVPD" homo_ev=-1.7079 de_lowest_ev=0.000 charge=-2 e_lumo_ev=3.98 e_tot_ev=-54913.444
Pt 1.0574 -0.9652 -1.5966 1.108
O -2.1013 -0.1544 -1.2417 -0.063
C -2.0780 0.7369 -0.3778 -0.450
C -3.1217 0.8517 0.6301 -0.041
C -3.2028 1.8944 1.5058 -0.153
C -2.2536 2.9417 1.4959 -0.171
C -1.2273 2.8638 0.5810 -0.106
C -1.0655 1.7839 -0.3037 -0.170
C 0.0117 1.8983 -1.2473 -0.098
N 0.6899 0.9937 -1.8704 -0.169
N 1.4901 1.5398 -2.9013 0.054
C 1.9896 0.6120 -3.6559 -0.514
O 1.8737 -0.6618 -3.4924 -0.228
C 2.7965 1.0644 -4.8305 -0.140
C 3.5923 0.1413 -5.5009 -0.025
C 4.3557 0.5337 -6.5916 -0.100
C 4.3258 1.8512 -7.0273 -0.123
C 3.5263 2.7751 -6.3643 -0.107
C 2.7662 2.3846 -5.2727 -0.040
H -3.8576 0.0553 0.6365 0.095
H -4.0166 1.9216 2.2266 0.083
H -2.3354 3.7791 2.1773 0.071
H -0.4887 3.6616 0.5431 0.098
H 0.3007 2.9128 -1.5277 0.116
H 3.5912 -0.8824 -5.1513 0.113
H 4.9745 -0.1930 -7.1046 0.092
H 4.9191 2.1572 -7.8812 0.086
H 3.4930 3.8040 -6.7034 0.089
H 2.1402 3.0892 -4.7424 0.102
C -4.1318 -1.1270 5.4843 -0.048
C -3.5761 -0.9254 6.8688 -0.756
O -4.2678 -0.8846 7.8594 -0.036
S -1.8188 -0.7011 7.0655 0.996
C -1.1760 -0.8145 5.4192 -0.594
C -0.6905 -2.0278 4.9364 -0.126
C -0.2303 -2.1263 3.6360 -0.034
C -0.2398 -1.0148 2.7776 -0.240
C -0.7126 0.2064 3.2869 -0.014
C -1.1683 0.3037 4.5871 -0.107
C 0.2000 -1.1027 1.4325 -0.126
C 0.5270 -1.0452 0.2634 -0.224
H -5.1465 -1.5082 5.5765 0.081
H -3.5170 -1.7893 4.8793 0.077
H -4.1531 -0.1604 4.9764 0.089
H -0.6876 -2.8966 5.5842 0.097
H 0.1354 -3.0708 3.2549 0.112
H -0.7329 1.0685 2.6327 0.097
H -1.5452 1.2498 4.9579 0.104
N 1.7476 -2.8460 -1.4894 -0.031
C 2.1248 -3.9376 -1.5741 -0.328
N 2.6273 -5.1284 -1.5121 0.034
C 2.2630 -6.0928 -2.3276 -0.465
N 2.0238 -7.0193 -2.9874 0.033

***

3.
56
Properties=species:S:1:pos:R:3:lowdin_charge:R:1 method="wB97M-V/def2-TZVPD" homo_ev="-13.0714 / -13.6981" de_lowest_ev=0.000 charge=+2 spin_multiplicity=5 e_lumo_ev="-6.06 / -8.02" e_tot_ev=-74990.370
Pt 0.1447 0.1268 -0.5705 1.270
I 0.1626 -4.2127 -3.8395 1.024
C -0.3013 -4.1358 -1.7785 -0.571
C -0.4721 -5.2534 -1.0040 -0.226
C -0.6777 -5.1368 0.3420 -0.608
I -0.6330 -6.9391 1.3768 1.102
C -0.6427 -3.8568 1.0272 -0.170
C -0.8468 -3.7025 2.4218 0.009
C -0.7740 -2.4297 2.9449 0.004
C -0.4699 -1.3190 2.1322 -0.053
N -0.3352 -1.4641 0.8068 -0.032
C -0.4226 -2.7003 0.2676 -0.133
C -0.3022 -2.8044 -1.2224 -0.414
O -0.0759 -1.7753 -1.8755 -0.123
H -0.4569 -6.1986 -1.4706 0.081
H -1.0688 -4.5254 3.0084 0.063
H -0.9673 -2.2953 4.0203 0.135
H -0.2377 -0.3059 2.5205 0.139
I 1.4720 5.3215 0.7436 1.067
C 2.6675 3.6332 0.8179 -0.595
C 4.0292 3.7032 1.1079 -0.214
C 4.7721 2.6170 1.0301 -0.598
I 6.8280 2.7362 1.4799 1.088
C 4.3363 1.3477 0.5616 -0.199
C 5.1618 0.2146 0.3844 -0.016
C 4.6053 -0.8891 -0.1808 0.001
C 3.2439 -0.8853 -0.4745 -0.091
N 2.4533 0.1277 -0.2540 0.031
C 3.0067 1.2410 0.2179 -0.142
C 2.0725 2.3675 0.4961 -0.374
O 0.8423 2.1678 0.4364 -0.109
H 4.4455 4.6593 1.3924 0.104
H 6.2118 0.3408 0.5592 0.038
H 5.1697 -1.8327 -0.3467 0.143
H 2.7479 -1.7506 -0.8428 0.110
N -4.0665 0.0071 -1.1711 0.157
C -2.7542 -0.2989 -1.4785 -0.102
N -1.9283 0.4781 -0.7927 -0.057
C -2.6882 1.3017 0.0068 -0.219
C -2.2911 2.3406 0.8960 0.008
C -3.2999 3.0658 1.4854 -0.071
C -4.6131 2.7412 1.2733 -0.079
C -5.0260 1.7540 0.4191 0.011
C -4.0252 1.0073 -0.2153 -0.186
H -4.8625 -0.4591 -1.5928 0.176
H -2.4773 -1.0534 -2.1829 0.129
H -1.2432 2.5877 1.0456 0.081
H -3.0420 3.9444 2.0492 0.116
H -5.3675 3.2975 1.7880 0.115
H -6.0923 1.5089 0.3045 0.132
C -0.5236 2.2527 -2.9559 -0.113
O 0.4790 1.3038 -2.6217 -0.204
H -1.4965 1.7203 -3.1211 0.091
H -0.3188 2.7664 -3.9198 0.108
H -0.5645 2.9229 -2.1463 0.065
H 0.5124 0.6195 -3.3061 0.101

***

4.
70
Properties=species:S:1:pos:R:3:lowdin_charge:R:1 method="wB97M-V/def2-TZVPD" homo_ev="-7.5185 / -7.5195" de_lowest_ev=9.982 e_lumo_ev="-2.29 / -2.28" e_tot_ev=-363175.120
W -1.1266 -0.3465 0.9719 0.880
C 2.9377 -1.0285 2.6686 0.002
C 1.9243 -0.1481 2.0138 -0.224
N 0.6687 -0.3977 2.1492 -0.156
N 0.2739 -1.7428 2.2303 -0.070
C -0.8492 -1.9956 2.9436 -0.948
N -1.1825 -3.2774 3.0447 0.125
S -1.8997 -0.7373 3.3844 0.690
C 2.4086 0.9537 1.1342 -0.228
C 3.7364 1.3645 1.2354 0.000
C 4.2451 2.2270 0.2769 -0.042
C 3.4138 2.6472 -0.7448 -0.045
C 2.0961 2.2066 -0.7472 -0.137
N 1.5964 1.3892 0.1652 0.064
H 2.4646 -1.9247 3.0577 0.080
H 3.3968 -0.4829 3.4969 0.101
H 3.7235 -1.3074 1.9676 0.100
H -0.5921 -3.9864 2.6395 0.125
H -2.0784 -3.5310 3.4233 0.114
H 4.3658 1.0186 2.0419 0.112
H 5.2768 2.5481 0.3234 0.115
H 3.7711 3.2984 -1.5307 0.112
H 1.4155 2.5316 -1.5289 0.115
C -2.9696 2.2434 -3.3054 0.000
C -2.4491 2.7918 -2.0333 -0.302
N -2.4537 4.0279 -1.6497 0.151
N -1.9155 4.0049 -0.3898 0.063
C -1.5892 2.7791 0.0214 -0.721
S -0.9497 2.2624 1.4818 0.745
N -1.9072 2.0045 -1.0376 -0.072
N -1.7850 0.6143 -1.0040 -0.143
H -3.3664 3.0587 -3.9036 0.094
H -3.7642 1.5206 -3.1082 0.068
H -2.1863 1.7311 -3.8663 0.087
H -1.8981 4.8413 0.1697 0.165
H -1.1493 0.3044 -1.7410 0.076
H -2.7146 0.1977 -1.1493 -0.072
Se -4.5768 -4.9176 -1.3995 -0.092
Sb -2.7817 -3.7422 -2.3224 -0.208
Se -0.5846 -4.5648 -2.2630 0.019
Se -3.0617 -1.5080 -3.1676 -0.038
Se -2.4967 -2.0111 0.0922 0.300
F 6.6431 -2.3248 -4.1624 0.132
C 5.8723 -3.3334 -3.7226 -0.587
F 5.5742 -4.0991 -4.7861 0.145
F 6.6404 -4.0876 -2.9103 0.138
C 4.6372 -2.8475 -3.0213 -0.122
C 4.4539 -1.5004 -2.7522 -0.004
C 3.3040 -1.0855 -2.1027 -0.012
C 2.3267 -2.0089 -1.7240 -0.223
C 2.5277 -3.3638 -1.9976 -0.057
C 3.6786 -3.7784 -2.6407 0.008
C 1.1603 -1.5457 -1.0265 -0.074
C 0.2357 -1.0085 -0.4487 -0.252
H 5.2043 -0.7815 -3.0503 0.118
H 3.1476 -0.0366 -1.8897 0.095
H 1.7661 -4.0711 -1.7084 -0.015
H 3.8300 -4.8283 -2.8559 0.130
F -5.6365 3.3428 4.9000 0.120
C -5.1206 2.4205 4.0693 -0.227
C -5.6369 1.1078 3.8112 -0.041
F -5.0867 -0.0832 4.0286 0.083
C -5.6473 1.9106 2.6387 -0.302
F -6.6875 2.3517 1.9281 0.131
C -4.2310 1.9229 2.0476 -0.520
S -3.7099 0.5516 1.0735 0.604
C -3.7355 3.2559 2.3127 -0.179
F -4.4895 4.3707 2.1592 0.071
C -3.7294 2.5297 3.5462 -0.243
F -2.6786 2.1032 4.2428 0.081

***

Copy entry 4 word for word.
70
Properties=species:S:1:pos:R:3:lowdin_charge:R:1 method="wB97M-V/def2-TZVPD" homo_ev="-7.5185 / -7.5195" de_lowest_ev=9.982 e_lumo_ev="-2.29 / -2.28" e_tot_ev=-363175.120
W -1.1266 -0.3465 0.9719 0.880
C 2.9377 -1.0285 2.6686 0.002
C 1.9243 -0.1481 2.0138 -0.224
N 0.6687 -0.3977 2.1492 -0.156
N 0.2739 -1.7428 2.2303 -0.070
C -0.8492 -1.9956 2.9436 -0.948
N -1.1825 -3.2774 3.0447 0.125
S -1.8997 -0.7373 3.3844 0.690
C 2.4086 0.9537 1.1342 -0.228
C 3.7364 1.3645 1.2354 0.000
C 4.2451 2.2270 0.2769 -0.042
C 3.4138 2.6472 -0.7448 -0.045
C 2.0961 2.2066 -0.7472 -0.137
N 1.5964 1.3892 0.1652 0.064
H 2.4646 -1.9247 3.0577 0.080
H 3.3968 -0.4829 3.4969 0.101
H 3.7235 -1.3074 1.9676 0.100
H -0.5921 -3.9864 2.6395 0.125
H -2.0784 -3.5310 3.4233 0.114
H 4.3658 1.0186 2.0419 0.112
H 5.2768 2.5481 0.3234 0.115
H 3.7711 3.2984 -1.5307 0.112
H 1.4155 2.5316 -1.5289 0.115
C -2.9696 2.2434 -3.3054 0.000
C -2.4491 2.7918 -2.0333 -0.302
N -2.4537 4.0279 -1.6497 0.151
N -1.9155 4.0049 -0.3898 0.063
C -1.5892 2.7791 0.0214 -0.721
S -0.9497 2.2624 1.4818 0.745
N -1.9072 2.0045 -1.0376 -0.072
N -1.7850 0.6143 -1.0040 -0.143
H -3.3664 3.0587 -3.9036 0.094
H -3.7642 1.5206 -3.1082 0.068
H -2.1863 1.7311 -3.8663 0.087
H -1.8981 4.8413 0.1697 0.165
H -1.1493 0.3044 -1.7410 0.076
H -2.7146 0.1977 -1.1493 -0.072
Se -4.5768 -4.9176 -1.3995 -0.092
Sb -2.7817 -3.7422 -2.3224 -0.208
Se -0.5846 -4.5648 -2.2630 0.019
Se -3.0617 -1.5080 -3.1676 -0.038
Se -2.4967 -2.0111 0.0922 0.300
F 6.6431 -2.3248 -4.1624 0.132
C 5.8723 -3.3334 -3.7226 -0.587
F 5.5742 -4.0991 -4.7861 0.145
F 6.6404 -4.0876 -2.9103 0.138
C 4.6372 -2.8475 -3.0213 -0.122
C 4.4539 -1.5004 -2.7522 -0.004
C 3.3040 -1.0855 -2.1027 -0.012
C 2.3267 -2.0089 -1.7240 -0.223
C 2.5277 -3.3638 -1.9976 -0.057
C 3.6786 -3.7784 -2.6407 0.008
C 1.1603 -1.5457 -1.0265 -0.074
C 0.2357 -1.0085 -0.4487 -0.252
H 5.2043 -0.7815 -3.0503 0.118
H 3.1476 -0.0366 -1.8897 0.095
H 1.7661 -4.0711 -1.7084 -0.015
H 3.8300 -4.8283 -2.8559 0.130
F -5.6365 3.3428 4.9000 0.120
C -5.1206 2.4205 4.0693 -0.227
C -5.6369 1.1078 3.8112 -0.041
F -5.0867 -0.0832 4.0286 0.083
C -5.6473 1.9106 2.6387 -0.302
F -6.6875 2.3517 1.9281 0.131
C -4.2310 1.9229 2.0476 -0.520
S -3.7099 0.5516 1.0735 0.604
C -3.7355 3.2559 2.3127 -0.179
F -4.4895 4.3707 2.1592 0.071
C -3.7294 2.5297 3.5462 -0.243
F -2.6786 2.1032 4.2428 0.081